No. 1
{
  "formula": "C26H33MoN2O5S",
  "method": "ωB97M-V/def2-TZVPD",
  "homo_lumo_gap_ev": [6.99, 7.17],
  "total_charge": 1,
  "species": ["Mo", "S", "O", "O", "O", "O", "O", "N", "N", "C", "C", "C", "C", "C", "C", "C", "C", "C", "C", "C", "C", "C", "C", "C", "C", "C", "C", "C", "C", "C", "C", "C", "C", "C", "C", "H", "H", "H", "H", "H", "H", "H", "H", "H", "H", "H", "H", "H", "H", "H", "H", "H", "H", "H", "H", "H", "H", "H", "H", "H", "H", "H", "H", "H", "H", "H", "H", "H"],
  "xyz": [[0.4843, -0.1295, -0.0433], [0.4811, 0.6619, 3.2091], [-1.0636, 0.7426, -0.9215], [4.8081, -1.5018, 0.0779], [2.4255, -0.3438, -0.3160], [1.1079, -2.4992, -1.5024], [0.1027, -0.1997, 1.9826], [-0.0900, 2.7816, -0.4823], [1.0263, 1.9627, -0.2944], [4.7413, -0.1431, -0.0656], [-2.4359, 2.7025, -0.9730], [-3.3738, -2.3143, -0.0003], [-0.7135, -2.0439, -0.0449], [-3.9559, -1.1972, 0.8789], [5.8219, 2.0137, -0.0900], [-2.6478, 4.0202, -0.5684], [4.7089, -2.2157, -1.1605], [-1.9185, -2.1930, -0.0088], [-1.1227, 2.0666, -0.7799], [-3.9184, -2.2120, -1.4299], [-4.9200, 3.8837, -1.3388], [5.8855, 0.6208, 0.0036], [-3.7094, -3.6928, 0.6000], [2.1604, 2.5506, -0.4248], [-3.8884, 4.6052, -0.7490], [2.1958, 1.0850, 2.9769], [1.4780, -2.9362, 0.8835], [3.4804, 0.4655, -0.2323], [0.8908, -3.8477, -1.9098], [0.7392, -2.1883, -0.1969], [-0.2694, 2.2622, 2.9748], [3.4192, 1.8658, -0.3019], [-3.4689, 1.9834, -1.5657], [4.6013, 2.6235, -0.2457], [-4.7079, 2.5757, -1.7496], [5.4903, -1.8897, -1.8501], [0.0830, 2.7318, 2.0607], [-5.8882, 4.3445, -1.4822], [2.3279, 1.5749, 2.0130], [-3.6917, -1.2370, -1.8590], [-4.0526, 5.6266, -0.4332], [-3.6997, -0.2152, 0.4773], [-3.5833, -1.2697, 1.9008], [2.5421, -2.7136, 0.7821], [6.7269, 2.6025, -0.0426], [-1.8343, 4.5740, -0.1202], [3.7250, -2.0728, -1.6105], [-3.3053, -4.4973, -0.0143], [-0.1439, -4.1468, -1.7184], [-3.4863, -2.9812, -2.0693], [-3.3128, -3.7879, 1.6105], [2.7706, 0.1616, 3.0245], [2.1547, 3.6189, -0.6319], [-5.0012, -2.3411, -1.4149], [1.1321, -2.6219, 1.8670], [4.8568, -3.2661, -0.9221], [6.8321, 0.1118, 0.1329], [1.3288, -4.0149, 0.8065], [2.4890, 1.7440, 3.7943], [-0.0241, 2.8624, 3.8514], [-3.2857, 0.9703, -1.8942], [1.5716, -4.5332, -1.4021], [-1.3461, 2.1018, 2.9366], [-5.5076, 2.0185, -2.2192], [1.0821, -3.8806, -2.9787], [-5.0424, -1.2883, 0.8963], [4.5314, 3.7019, -0.3227], [-4.7935, -3.8030, 0.6397]],
  "forces_ev_per_angstrom": [[-0.1, 0.4, 0.2], [0.1, 0.0, 0.0], [0.0, -0.1, 0.2], [0.1, 0.1, 0.0], [-0.2, 0.1, 0.0], [0.0, 0.0, 0.0], [-0.1, 0.0, -0.2], [0.0, 0.0, 0.0], [0.1, -0.1, 0.0], [-0.2, -0.1, 0.0], [0.0, 0.0, 0.0], [0.0, -0.1, 0.1], [0.1, -0.6, -0.1], [0.0, 0.0, 0.0], [0.0, -0.1, 0.0], [0.0, 0.0, 0.0], [0.0, 0.0, 0.0], [0.0, 0.4, -0.1], [0.1, 0.0, 0.0], [0.0, 0.0, 0.0], [0.0, 0.0, 0.0], [0.0, 0.1, 0.0], [0.0, 0.1, 0.0], [0.0, 0.1, 0.0], [0.0, 0.0, 0.0], [0.0, 0.0, 0.0], [0.0, 0.0, 0.0], [0.1, 0.1, 0.0], [0.0, 0.0, 0.0], [0.0, -0.1, 0.0], [-0.1, -0.1, 0.0], [0.0, -0.1, 0.0], [0.0, 0.0, 0.0], [-0.1, 0.1, 0.0], [0.0, 0.0, 0.0], [0.0, 0.0, 0.0], [0.0, 0.0, -0.1], [0.0, 0.0, 0.0], [0.0, 0.0, 0.1], [0.0, 0.0, 0.0], [0.0, 0.0, 0.0], [0.0, 0.0, 0.0], [0.0, 0.0, 0.0], [0.0, 0.0, 0.0], [0.0, 0.0, 0.0], [0.0, 0.0, 0.0], [0.0, 0.0, 0.0], [0.0, 0.0, 0.0], [0.0, 0.0, 0.0], [0.0, 0.0, 0.0], [0.0, 0.0, 0.0], [0.0, 0.0, 0.0], [0.0, 0.0, 0.0], [0.0, 0.0, 0.0], [0.0, 0.0, 0.0], [0.0, 0.0, 0.0], [0.0, 0.0, 0.0], [0.0, 0.0, 0.0], [0.0, 0.0, 0.0], [0.0, 0.0, 0.0], [0.0, 0.0, 0.0], [0.0, 0.0, 0.0], [0.0, 0.0, 0.0], [0.0, 0.0, 0.0], [0.0, 0.0, 0.0], [0.0, 0.0, 0.0], [0.0, 0.0, 0.0], [0.0, 0.0, 0.0]],
  "lowdin_charge": [1.704, 0.991, -0.211, -0.098, -0.228, -0.157, -0.648, 0.086, -0.123, -0.232, -0.159, -0.591, -0.070, -0.022, -0.059, -0.026, -0.045, 0.095, -0.406, -0.023, -0.066, 0.028, -0.029, -0.051, -0.065, -0.215, -0.016, -0.238, -0.056, -0.575, -0.224, -0.162, -0.029, -0.033, -0.062, 0.099, 0.042, 0.110, 0.036, 0.072, 0.109, 0.074, 0.091, 0.081, 0.112, 0.109, 0.079, 0.091, 0.092, 0.093, 0.093, 0.076, 0.143, 0.096, 0.079, 0.097, 0.132, 0.090, 0.078, 0.074, 0.095, 0.090, 0.070, 0.109, 0.098, 0.097, 0.118, 0.095]
}

No. 2
{
  "formula": "C26H33N3O3",
  "method": "ωB97M-V/def2-TZVPD",
  "smiles": "CN(CC1CCOCC1)C(=O)C[C@@H]1C(=O)NCCN1Cc1ccc(-c2ccccc2)cc1",
  "homo_lumo_gap_ev": 8.93,
  "total_charge": 0,
  "species": ["O", "O", "O", "N", "N", "N", "C", "C", "C", "C", "C", "C", "C", "C", "C", "C", "C", "C", "C", "C", "C", "C", "C", "C", "C", "C", "C", "C", "C", "C", "C", "C", "H", "H", "H", "H", "H", "H", "H", "H", "H", "H", "H", "H", "H", "H", "H", "H", "H", "H", "H", "H", "H", "H", "H", "H", "H", "H", "H", "H", "H", "H", "H", "H", "H"],
  "xyz": [[-0.8036, -3.3878, -0.0497], [3.9965, -2.4619, -2.7927], [-0.8335, 0.4403, -1.4538], [-2.4324, -3.6840, 1.4444], [-1.1005, -1.3920, -2.7212], [-2.8676, -0.9457, 1.6887], [-1.2464, 0.6201, 2.5898], [-0.8448, 2.7061, 1.4623], [1.5837, -2.7092, -2.5070], [-1.4218, -0.6058, -1.6724], [-3.4741, -3.2486, 2.3465], [-3.9593, -1.8618, 1.9090], [3.0873, 5.9001, 0.8381], [1.4303, 4.2700, 0.2421], [1.3797, -1.2334, -2.8534], [2.2841, 5.2968, -0.1156], [1.3732, 3.8269, 1.5614], [3.0373, 5.4663, 2.1523], [3.8645, -1.0920, -3.0889], [-2.1639, -0.5351, 2.8935], [0.0282, -0.9682, -3.5308], [2.5259, -0.7789, -3.7591], [0.0557, 0.6465, 3.0683], [2.1898, 4.4344, 2.5114], [0.4654, 2.7323, 1.9347], [-1.6716, -2.9002, 0.6545], [-1.6915, 1.6698, 1.7952], [-1.7138, -2.6707, -3.0029], [2.9810, -2.9029, -1.9179], [0.8993, 1.6958, 2.7549], [-1.9846, -1.4094, 0.6330], [-2.5597, -1.0366, -0.7559], [1.4944, -3.3159, -3.4115], [3.9569, -0.4989, -2.1648], [-1.2138, -3.1193, -3.8572], [-2.9226, -0.2179, 3.6182], [-3.1913, -0.1590, -0.6087], [4.6995, -0.8489, -3.7503], [-1.2007, 3.5112, 0.8373], [-0.0212, -1.4780, -4.4949], [3.7513, 6.7049, 0.5582], [0.8459, -3.0416, -1.7776], [-4.2971, -3.9688, 2.3184], [-0.0671, 0.1096, -3.6952], [0.4180, -0.1655, 3.6845], [-3.0924, -3.2091, 3.3755], [3.1847, -3.9603, -1.7377], [-4.5101, -1.9527, 0.9687], [-1.6111, -3.3517, -2.1575], [-1.5791, -1.3521, 3.3493], [-2.1779, -4.6628, 1.4583], [2.1436, 4.1071, 3.5404], [-2.7717, -2.5514, -3.2541], [-1.0358, -0.8712, 0.7360], [0.8176, 3.7857, -0.5040], [2.3254, 5.6280, -1.1433], [-3.1576, -1.8457, -1.1673], [2.4591, 0.2916, -3.9569], [-4.6313, -1.4483, 2.6641], [3.0520, -2.3589, -0.9629], [2.4736, -1.3137, -4.7106], [3.6608, 5.9352, 2.9001], [1.4032, -0.6482, -1.9284], [-2.7043, 1.6516, 1.4240], [1.9163, 1.6936, 3.1200]],
  "forces_ev_per_angstrom": [[0.3, 0.1, -0.2], [0.1, -0.1, -0.1], [0.1, 0.3, 0.2], [-0.2, -0.4, 0.2], [0.2, 0.0, -0.2], [0.0, 0.0, 0.1], [0.1, 0.0, 0.1], [0.1, 0.0, 0.1], [0.3, 0.2, 0.2], [-0.4, -0.2, -0.1], [-0.2, 0.4, 0.2], [0.0, -0.3, 0.1], [0.1, 0.1, 0.0], [0.0, 0.0, 0.1], [-0.1, -0.1, -0.4], [0.0, 0.1, -0.1], [0.2, 0.2, -0.1], [0.1, 0.0, 0.0], [0.0, 0.3, -0.3], [0.0, 0.0, 0.1], [0.4, 0.4, 0.2], [0.1, -0.1, 0.4], [-0.1, -0.1, 0.0], [0.0, -0.1, 0.0], [-0.1, -0.2, 0.1], [0.0, 0.0, 0.1], [0.0, -0.1, 0.1], [-0.3, -0.3, 0.1], [-0.3, -0.2, 0.0], [0.0, 0.1, -0.1], [0.0, 0.2, -0.2], [0.3, 0.0, 0.0], [0.0, -0.1, -0.1], [0.0, 0.0, -0.1], [0.0, 0.0, 0.0], [0.0, -0.1, 0.0], [0.1, -0.1, 0.0], [-0.1, 0.1, 0.1], [0.0, 0.1, -0.1], [0.0, 0.0, 0.0], [0.0, 0.1, 0.0], [-0.1, -0.1, 0.0], [0.0, 0.1, 0.0], [0.0, -0.1, -0.1], [0.0, -0.1, 0.0], [-0.1, 0.0, -0.1], [0.0, 0.1, 0.1], [-0.1, 0.0, 0.0], [0.0, 0.0, -0.1], [0.0, 0.1, 0.1], [0.1, 0.2, -0.1], [0.0, 0.0, 0.1], [0.0, -0.1, 0.0], [-0.1, -0.2, 0.0], [-0.1, -0.1, -0.1], [0.0, 0.0, -0.1], [-0.1, 0.0, 0.0], [0.0, 0.1, -0.1], [0.0, 0.0, -0.1], [0.0, 0.0, 0.0], [0.0, 0.0, -0.1], [0.0, 0.0, 0.1], [0.0, 0.0, 0.0], [-0.1, 0.0, -0.1], [0.1, 0.0, 0.0]],
  "lowdin_charge": [0.049, -0.137, 0.056, 0.097, -0.081, -0.137, -0.225, -0.011, -0.127, -0.458, -0.158, -0.159, -0.097, -0.030, -0.303, -0.083, -0.189, -0.087, -0.217, -0.140, -0.126, -0.136, -0.031, -0.037, -0.183, -0.432, -0.024, -0.045, -0.206, -0.021, -0.199, -0.015, 0.126, 0.127, 0.089, 0.134, 0.132, 0.122, 0.118, 0.127, 0.099, 0.095, 0.121, 0.128, 0.111, 0.113, 0.124, 0.125, 0.072, 0.124, 0.151, 0.112, 0.091, 0.156, 0.115, 0.102, 0.106, 0.121, 0.125, 0.129, 0.123, 0.101, 0.144, 0.117, 0.114]
}

No. 3
{
  "formula": "C26H33N3O3",
  "method": "ωB97M-V/def2-TZVPD",
  "smiles": "Cc1cccc(N2CCN(C(=O)CCC(=O)N3C[C@H](C)Oc4ccc(C)cc43)C[C@@H]2C)c1",
  "homo_lumo_gap_ev": 8.35,
  "total_charge": 0,
  "species": ["O", "O", "O", "N", "N", "N", "C", "C", "C", "C", "C", "C", "C", "C", "C", "C", "C", "C", "C", "C", "C", "C", "C", "C", "C", "C", "C", "C", "C", "C", "C", "C", "H", "H", "H", "H", "H", "H", "H", "H", "H", "H", "H", "H", "H", "H", "H", "H", "H", "H", "H", "H", "H", "H", "H", "H", "H", "H", "H", "H", "H", "H", "H", "H", "H"],
  "xyz": [[2.3493, -1.1389, 0.5393], [-0.6306, 2.5790, -0.5438], [6.4386, 1.3501, 0.5116], [-4.6383, 0.1274, -0.7769], [3.9004, 0.3126, -0.2432], [-2.1716, 1.1293, 0.2065], [2.6252, -0.0453, 0.0892], [0.1731, 0.4346, 0.1678], [-6.4690, -1.3006, -0.1437], [5.2813, 2.1620, 0.4798], [5.7259, 3.5955, 0.2260], [-4.1631, 1.4427, -1.1441], [5.0078, -0.5496, -0.0407], [-2.6482, -0.1627, 0.6331], [-5.8788, -0.0317, -0.1659], [-0.9003, 1.4765, -0.0979], [-3.2562, 2.0514, -0.0681], [7.3490, -0.8130, 0.4589], [6.2407, 0.0122, 0.3103], [5.9013, -4.2238, -0.3037], [-3.5633, -0.7908, -0.4455], [4.3227, 1.6495, -0.6032], [7.2403, -2.1756, 0.2726], [-6.6015, 1.0325, 0.3757], [-7.8546, 0.8219, 0.9219], [1.5524, 1.0038, -0.1531], [4.9210, -1.9219, -0.2381], [-8.4134, -0.4403, 0.9519], [-2.7618, -1.1942, -1.6839], [6.0224, -2.7472, -0.0745], [-7.7167, -1.5164, 0.4113], [-8.3237, -2.8875, 0.4278], [-1.8218, -0.8351, 0.8497], [1.5714, 1.3307, -1.1945], [-5.0122, 2.0925, -1.3514], [-2.8217, 2.9919, -0.4091], [6.1911, 3.6712, -0.7534], [-8.4397, -3.2354, 1.4540], [-3.4388, -1.4969, -2.4786], [0.1455, 0.1273, 1.2149], [-3.5859, 1.3460, -2.0695], [-9.3115, -2.8710, -0.0302], [6.4536, 3.8878, 0.9774], [4.7707, 2.0939, 1.4552], [-5.9497, -2.1341, -0.5940], [-7.7017, -3.5986, -0.1100], [6.6170, -4.7692, 0.3069], [4.8980, -4.5681, -0.0665], [4.8737, 4.2671, 0.2727], [3.4791, 2.3251, -0.7040], [6.1019, -4.4589, -1.3496], [-9.3897, -0.5954, 1.3864], [-3.2376, -0.0259, 1.5497], [-8.3949, 1.6596, 1.3394], [3.9712, -2.3489, -0.5128], [-0.0006, -0.4503, -0.4468], [-6.1936, 2.0311, 0.3878], [-4.0056, -1.6887, -0.0076], [8.2878, -0.3565, 0.7294], [8.1113, -2.8011, 0.3998], [-2.1495, -0.3713, -2.0432], [4.8614, 1.6062, -1.5578], [-2.1088, -2.0299, -1.4446], [1.7271, 1.8767, 0.4795], [-3.8186, 2.2189, 0.8573]],
  "forces_ev_per_angstrom": [[-0.1, -0.2, 0.1], [0.2, 0.3, -0.2], [0.2, -0.1, -0.1], [0.0, 0.0, -0.2], [0.3, 0.0, -0.1], [-0.3, 0.1, 0.0], [-0.3, 0.3, -0.1], [0.3, 0.3, -0.1], [0.0, 0.0, 0.1], [-0.5, 0.5, -0.2], [0.0, -0.5, 0.1], [0.1, 0.3, 0.2], [0.2, 0.0, 0.1], [-0.2, -0.4, 0.0], [-0.3, 0.0, 0.1], [0.2, -0.2, 0.1], [-0.1, 0.3, -0.3], [-0.1, 0.1, 0.0], [0.0, -0.3, 0.0], [0.0, 0.0, -0.1], [0.4, -0.3, 0.1], [0.2, 0.2, 0.2], [-0.1, 0.1, 0.0], [0.2, 0.1, -0.1], [-0.2, -0.1, 0.0], [-0.3, -0.3, 0.1], [0.2, -0.1, 0.0], [0.0, 0.1, 0.0], [-0.2, 0.0, 0.2], [-0.1, 0.1, 0.0], [0.0, 0.0, 0.0], [0.0, 0.0, 0.0], [0.0, 0.0, 0.0], [0.1, 0.1, 0.1], [0.0, 0.0, 0.0], [-0.1, -0.1, 0.1], [0.1, 0.0, -0.1], [0.0, -0.1, 0.0], [0.0, 0.0, -0.1], [-0.1, -0.1, -0.1], [0.0, 0.1, 0.0], [-0.1, -0.1, 0.0], [0.1, 0.1, 0.1], [0.1, 0.0, -0.2], [0.0, -0.1, -0.1], [0.0, -0.1, 0.0], [0.0, -0.1, 0.0], [-0.1, -0.1, 0.0], [-0.1, 0.1, 0.0], [0.0, 0.0, 0.0], [0.0, -0.1, 0.0], [-0.1, 0.0, 0.0], [0.1, -0.1, 0.0], [0.0, 0.1, 0.0], [-0.1, 0.0, 0.0], [-0.1, -0.1, 0.1], [0.1, 0.1, 0.0], [0.1, 0.1, 0.0], [0.1, 0.1, 0.0], [0.1, -0.1, 0.0], [0.1, 0.1, -0.1], [-0.1, 0.1, 0.1], [0.1, -0.1, 0.0], [0.1, 0.1, -0.1], [0.0, 0.0, 0.0]],
  "lowdin_charge": [0.073, 0.052, -0.002, -0.073, 0.015, -0.054, -0.418, -0.097, 0.011, -0.348, -0.024, -0.129, -0.113, -0.093, -0.219, -0.448, -0.105, 0.002, -0.195, -0.053, -0.314, -0.082, -0.047, -0.036, -0.085, -0.099, 0.034, -0.069, -0.032, -0.276, -0.283, -0.052, 0.120, 0.132, 0.121, 0.122, 0.087, 0.082, 0.085, 0.132, 0.125, 0.081, 0.084, 0.162, 0.112, 0.072, 0.075, 0.077, 0.084, 0.121, 0.082, 0.108, 0.137, 0.103, 0.116, 0.122, 0.096, 0.133, 0.118, 0.110, 0.071, 0.152, 0.082, 0.130, 0.127]
}

ΔE to the lowest compared entry with this formula, charge and spin
In order: 0.00, 21.13, 14.77
Unit: kcal per mole